Molecular formula: C6H10
Method: DFT, the ωB97M-V functional and the def2-TZVPD basis

Structure (XYZ):
```
16
Properties=species:S:1:pos:R:3:forces:R:3
C -0.63770 -2.53901 0.83838 -0.5 -1.0 -0.2
C 0.15401 -1.49599 0.98265 0.4 0.6 -0.5
C -0.28095 -0.11001 1.41220 -0.2 -1.3 -0.3
C 0.10274 0.93736 0.41785 -0.7 0.7 -0.3
C 0.31341 0.76237 -0.88287 0.3 -0.3 0.2
C 0.51414 1.89047 -1.85742 -0.3 -0.1 -0.4
H -0.32229 -3.50955 0.45888 0.4 0.3 0.0
H -1.70285 -2.55880 1.03736 -0.1 0.5 0.3
H 1.17944 -1.56283 0.61502 0.0 -0.1 0.4
H 0.09125 0.08928 2.41276 0.2 0.3 0.1
H -1.37299 -0.18341 1.48210 0.0 0.4 0.2
H -0.01693 1.97135 0.74435 0.2 -0.1 0.2
H 0.35985 -0.25519 -1.27349 -0.1 0.2 0.0
H 0.77679 1.51380 -2.85133 0.3 0.1 0.2
H 1.25358 2.60690 -1.50793 0.1 0.0 -0.1
H -0.41150 2.44324 -2.02850 -0.1 0.0 0.2
```
Positions in Å, forces in eV/Å.

Values from the calculation:
Charge: 0
Energy relative to the best compared isomer or geometry (same formula, charge and spin): 1.1496 eV
SMILES: C=CC/C=C/C
LUMO: 0.0458 hartree
Multiplicity: 1
Highest occupied orbital energy: -9.2 eV

=====

Molecular formula: Cl2
Method: DFT, the ωB97M-V functional and the def2-TZVPD basis

Structure (XYZ):
```
2
Properties=species:S:1:pos:R:3:forces:R:3
Cl 0.00000 0.00000 0.96937 0.0 0.0 1.2
Cl 0.00000 0.00000 -0.96937 0.0 0.0 -1.2
```
Positions in Å, forces in eV/Å.

Values from the calculation:
Charge: 0
Energy relative to the best compared isomer or geometry (same formula, charge and spin): 0.0292 eV
SMILES: ClCl
LUMO: -0.0211 hartree
Multiplicity: 1
Highest occupied orbital energy: -10.9 eV

=====

Molecular formula: C25H45AlBCl3F10MgNO10S
Method: DFT, the ωB97M-V functional and the def2-TZVPD basis

Structure (XYZ):
```
98
Properties=species:S:1:pos:R:3:forces:R:3
C 8.10730 0.69794 0.86122 -0.4 0.1 -0.8
C 7.58951 0.84321 -0.59740 0.1 0.1 1.2
C 6.05661 0.79708 -0.60552 0.7 0.8 -0.9
C 5.43220 1.42977 -1.86395 -0.8 -1.0 0.8
C 3.89641 1.51780 -1.67742 1.5 0.9 -0.5
C 3.12624 1.69357 -2.97750 -0.5 -0.4 0.0
C 1.66265 2.12749 -2.73848 -0.4 -0.3 0.2
B 1.06970 1.35850 -1.48033 -0.2 0.1 -1.0
C 0.73588 -0.16383 -1.65791 0.6 0.2 0.8
C 1.27376 -1.09982 -0.54629 -1.2 -0.7 -0.5
C 0.78095 -2.53494 -0.86690 0.5 1.0 -0.2
C 1.51847 -3.63425 -0.09437 -0.7 0.3 -0.9
O 0.71815 -4.05172 1.02931 1.2 0.5 0.5
C 1.08008 -3.31863 2.12409 -2.0 1.2 1.3
O 0.25289 -2.73905 2.79941 1.1 -1.1 -0.8
C 0.89132 2.16687 -0.08802 0.0 -0.6 -0.3
F 1.01803 3.51195 -0.25290 -0.2 0.1 0.0
F 1.98350 1.80536 0.68027 0.1 0.0 0.0
C -0.38032 1.84338 0.75804 0.5 0.7 1.0
F -0.00033 1.02163 1.75776 -0.1 -0.2 -0.1
F -1.34825 1.22960 0.05677 0.2 0.0 -0.3
C -1.02244 3.07236 1.46432 -0.6 -0.3 0.6
F -0.12919 3.76355 2.19116 0.3 0.1 -0.6
F -1.88459 2.55483 2.36777 0.0 0.0 -0.2
C -1.86942 3.98509 0.51737 -1.4 0.4 -0.3
F -1.56146 3.82134 -0.78783 1.1 -0.6 1.3
F -3.15330 3.63834 0.65156 0.3 -0.1 -0.1
F -1.78741 5.27660 0.82781 0.6 -0.4 0.0
H 8.33087 1.66750 1.31046 -0.1 0.0 0.1
H 7.34700 0.18471 1.44158 0.1 0.0 0.2
H 8.99713 0.08837 0.91224 0.1 0.1 0.0
H 8.05622 0.05746 -1.18511 -0.3 0.1 -0.5
H 7.92558 1.81512 -1.00662 0.2 -0.2 -0.3
H 5.69061 -0.21589 -0.46346 -0.2 0.1 0.3
H 5.71580 1.39190 0.27832 -0.3 -0.5 0.2
H 5.64649 0.79951 -2.72603 0.5 0.4 -0.2
H 5.89502 2.44611 -1.99012 -0.2 -0.4 -1.0
H 3.74057 2.39534 -1.03098 -0.5 -0.2 0.2
H 3.64054 0.59504 -1.15907 -0.5 0.2 0.2
H 3.62693 2.36857 -3.66816 0.1 0.2 0.1
H 3.09312 0.71783 -3.47284 0.1 0.0 0.0
H 1.07440 1.76991 -3.59208 0.0 0.1 0.0
H 1.52272 3.20476 -2.70493 0.4 0.1 0.2
H 1.14523 -0.52619 -2.60520 -0.1 0.1 -0.1
H -0.35378 -0.27080 -1.72277 0.0 0.0 0.0
H 2.36530 -1.06223 -0.54761 0.0 0.0 0.3
H 0.85035 -0.84845 0.42609 0.4 0.3 0.1
H 0.91909 -2.64813 -1.94678 0.1 -0.4 0.0
H -0.30299 -2.55909 -0.70812 0.5 -0.1 0.2
H 1.69284 -4.47220 -0.76571 -0.1 -0.3 0.3
H 2.48501 -3.23255 0.22016 0.1 -0.3 0.2
H 2.14147 -3.23428 2.39981 0.1 -0.4 -0.6
Cl -2.98035 5.01900 -2.24218 -0.7 0.7 -0.9
Al 6.18580 3.38527 -0.26001 -0.1 0.2 0.4
O -7.43020 1.41465 0.23352 -0.1 0.1 0.5
S -6.09673 1.95359 0.48731 -0.2 -0.2 0.1
O -5.30225 0.93732 1.17428 0.1 -0.3 -0.5
O -6.15990 3.14838 1.32644 -0.4 0.3 -0.4
O -5.48209 2.31537 -0.79123 0.6 0.1 0.3
F 3.54513 4.84628 -2.97987 2.1 1.8 -1.0
O 8.85729 -1.10696 2.87672 0.2 -0.2 0.3
H 9.79850 -1.27820 2.76295 0.0 0.0 0.0
H 8.67398 -1.41271 3.77189 0.0 0.0 0.0
Mg 4.78482 6.20534 -3.82275 -2.1 -1.6 0.9
O -11.69881 -3.02507 1.93636 0.1 0.0 -0.1
C -11.09801 -2.01255 2.16765 -0.1 0.0 0.3
O -9.78445 -1.94629 1.87642 0.1 -0.2 -0.3
C -9.02021 -0.73893 1.94313 0.1 0.1 0.2
C -8.51605 -0.47944 3.34788 -0.1 0.0 0.1
C -11.76414 -0.84469 2.85919 0.0 0.3 -0.4
H -9.58436 0.10238 1.53958 0.0 0.0 0.0
H -8.17211 -0.88894 1.27837 -0.1 -0.1 -0.1
H -9.33769 -0.33993 4.05092 0.0 0.1 0.0
H -7.88886 0.41259 3.37113 0.0 0.0 0.0
H -7.93328 -1.32951 3.70278 0.1 0.0 -0.1
H -11.76578 -1.02462 3.93317 0.0 0.0 0.0
H -12.79035 -0.78222 2.50591 0.0 -0.2 0.1
H -11.30031 0.11716 2.65335 0.1 0.0 0.1
Cl -0.95620 -7.64606 -2.04596 0.0 0.0 0.0
C -1.11526 -6.92302 -0.42450 0.0 -0.1 0.1
C -2.18818 -5.86791 -0.37155 -0.1 0.0 0.2
Cl -1.74727 -4.41638 -1.30764 -0.3 -0.3 -0.2
H -0.14742 -6.51648 -0.14099 0.0 0.1 0.0
H -1.36282 -7.73163 0.26125 -0.1 0.0 0.0
H -2.33756 -5.54701 0.65808 0.1 0.0 0.0
H -3.13528 -6.23876 -0.75448 0.0 0.0 -0.1
C 3.08805 -5.85333 3.90967 -0.2 -0.1 -0.2
O 3.22935 -5.69462 2.49737 0.1 0.1 0.1
H 3.83092 -5.22739 4.39718 0.0 0.0 -0.1
H 2.09056 -5.54238 4.23154 0.0 0.0 0.1
H 3.25503 -6.89403 4.19442 0.0 0.0 0.1
H 2.56766 -6.25306 2.07975 0.0 0.0 -0.1
C -0.03965 6.84538 -5.55478 -0.4 -0.3 0.2
C 1.03523 7.64580 -6.11172 0.1 0.1 -0.1
N 1.88507 8.28037 -6.55323 0.2 -0.1 0.2
H -0.98825 7.07085 -6.03950 0.1 0.1 -0.1
H 0.15277 5.78157 -5.68343 0.1 0.0 -0.1
H -0.15875 7.03454 -4.48945 0.0 0.1 0.0
```
Positions in Å, forces in eV/Å.

Values from the calculation:
Charge: +1
Energy relative to the best compared isomer or geometry (same formula, charge and spin): 0.0000 eV
LUMO: -0.2845 hartree
Multiplicity: 1
Highest occupied orbital energy: -9.4 eV

=====

Molecular formula: C2H3Cl2PS
Method: DFT, the ωB97M-V functional and the def2-TZVPD basis

Structure (XYZ):
```
9
Properties=species:S:1:pos:R:3:forces:R:3
C 0.56286 -0.68217 1.02849 0.1 3.9 -1.5
C 0.31635 0.63915 1.00324 3.1 0.1 -2.2
Cl -0.69665 1.50844 2.02094 -0.6 0.3 0.4
H 1.21173 -0.94947 0.24417 0.9 -0.9 -0.4
H -0.03186 -1.33623 1.51731 -1.4 -2.2 1.8
H 0.97968 1.27498 0.21727 -1.9 -1.2 2.2
S -2.27441 -0.39873 -1.58807 -0.8 0.0 0.1
P -0.46037 -0.81168 -1.85329 -0.9 -2.4 0.7
Cl 0.39268 0.75570 -2.59005 1.5 2.3 -1.1
```
Positions in Å, forces in eV/Å.

Values from the calculation:
Charge: 0
Energy relative to the best compared isomer or geometry (same formula, charge and spin): 1.7871 eV
SMILES: C=CCl.S=PCl
LUMO: -0.0419 hartree
Multiplicity: 1
Highest occupied orbital energy: -9.3 eV

=====

Molecular formula: C40H29O3
Method: DFT, the ωB97M-V functional and the def2-TZVPD basis

Structure (XYZ):
```
72
Properties=species:S:1:pos:R:3:forces:R:3
O 2.57367 2.12019 -2.86639 -0.8 -3.5 1.3
C 2.40327 0.94262 -2.44998 0.4 2.1 -0.5
C 3.55317 -0.03385 -2.51194 0.5 0.4 -0.7
C 3.43999 -1.43631 -2.53958 -0.5 0.4 0.3
C 4.58169 -2.20801 -2.46446 0.5 -0.3 -0.5
C 5.85583 -1.62158 -2.50153 -0.3 0.0 -0.1
C 5.98188 -0.23600 -2.54176 -0.4 0.1 -0.3
C 4.82653 0.55803 -2.56706 0.3 -0.5 0.4
C 1.16733 0.46251 -1.67359 -0.2 4.1 -0.5
C -0.14329 0.99045 -2.31183 -0.5 2.0 -0.7
O -0.32324 2.15768 -2.76733 1.1 -3.7 1.5
C -1.29887 0.04156 -2.24060 -0.3 -0.1 -0.8
C -1.18532 -1.34040 -1.96472 -0.3 0.4 0.1
C -2.31295 -2.14434 -1.94813 -0.5 0.6 -0.3
C -3.58257 -1.57238 -2.15963 0.7 -0.4 0.1
C -3.70807 -0.20716 -2.40912 0.3 -0.1 -0.4
C -2.55634 0.57523 -2.57091 -0.5 0.1 0.5
C 1.24647 1.22889 -0.19627 -0.5 0.3 -1.3
C 2.58570 0.88753 0.37468 -0.7 0.1 -0.3
C 2.82271 -0.47320 0.49094 0.9 -0.4 0.3
C 4.07661 -0.92782 0.86961 0.3 0.4 -0.2
C 5.08026 0.00399 1.15296 0.7 -0.1 0.0
C 4.83486 1.38213 1.03904 0.3 -0.3 -0.2
C 3.58056 1.83039 0.61746 0.4 -0.8 0.5
C 0.03256 0.91281 0.63985 -0.4 0.5 0.7
C -1.09991 1.75308 0.48719 0.6 -0.3 -0.3
C -2.29665 1.55082 1.13289 -0.1 -1.2 0.8
C -3.46010 2.42220 0.87268 0.3 0.5 -0.3
C -3.47565 3.25399 -0.28446 0.0 -0.5 0.2
C -4.60800 3.97229 -0.61879 -0.3 0.1 0.6
C -5.67903 4.04050 0.28763 0.1 -0.1 -0.3
C -5.62188 3.32611 1.48147 -0.1 0.1 -0.6
C -4.56112 2.46974 1.74104 0.0 0.3 -0.1
C -2.40783 0.40864 2.08948 0.1 0.5 0.5
O -3.37140 0.30666 2.90318 0.3 -0.2 -0.8
C -1.28440 -0.53545 2.13877 -0.3 0.7 -0.3
C -1.40318 -1.84789 2.82543 0.6 0.0 -0.3
C -0.51694 -2.89904 2.45133 -0.5 0.1 0.3
C -0.54936 -4.11642 3.12631 -0.1 0.1 0.2
C -1.40792 -4.30189 4.21738 0.0 0.2 -0.2
C -2.29456 -3.28076 4.56717 0.3 -0.7 -0.4
C -2.34576 -2.11144 3.83512 0.0 0.4 0.1
C -0.07516 -0.15362 1.55662 -0.5 -0.2 -1.0
H 2.46261 -1.94785 -2.61215 0.5 0.5 0.2
H 4.48346 -3.29598 -2.44071 0.1 0.3 -0.1
H 6.73491 -2.25897 -2.57537 -0.1 0.1 0.3
H 6.96509 0.24240 -2.59451 -0.3 -0.2 0.1
H 4.92118 1.64647 -2.58024 -0.2 -0.4 0.0
H 1.17011 -0.53839 -1.40402 -0.1 -1.8 -0.2
H -0.25233 -1.85471 -1.76917 0.1 0.4 0.0
H -2.17892 -3.20920 -1.79027 -0.2 0.1 0.1
H -4.43658 -2.24356 -2.17363 -0.1 0.3 0.2
H -4.69687 0.24053 -2.52819 0.3 -0.1 -0.1
H -2.65687 1.63003 -2.90549 0.3 -0.9 0.5
H 1.17642 2.25129 -0.57689 0.3 0.2 0.6
H 2.05330 -1.19434 0.22013 0.2 0.2 0.1
H 4.29694 -1.99027 0.81825 0.0 0.1 0.3
H 6.10072 -0.36866 1.40337 -0.9 0.4 -0.2
H 5.65760 2.09768 1.18639 -0.5 -0.4 0.1
H 3.39808 2.88489 0.50270 -0.2 0.2 -0.1
H -1.01000 2.61381 -0.18644 0.1 -0.4 0.3
H -2.61069 3.31130 -0.95988 -0.5 -0.3 0.3
H -4.65734 4.47466 -1.57820 0.0 0.2 0.1
H -6.55901 4.62193 0.03178 0.0 0.0 0.1
H -6.43689 3.39997 2.19171 0.0 0.0 0.0
H -4.56853 1.83592 2.61539 0.1 0.1 -0.1
H 0.17152 -2.77389 1.60690 -0.3 0.0 0.4
H 0.10676 -4.92362 2.80753 -0.1 0.1 0.1
H -1.41459 -5.23784 4.76869 0.1 0.1 -0.1
H -2.96928 -3.41521 5.40056 -0.1 -0.1 0.0
H -3.11339 -1.37639 4.05654 0.4 0.0 -0.1
H 0.78901 -0.77246 1.75511 0.0 0.0 0.0
```
Positions in Å, forces in eV/Å.

Values from the calculation:
Charge: -1
Energy relative to the best compared isomer or geometry (same formula, charge and spin): 0.1846 eV
SMILES: O=C(c1ccccc1)C(C(=O)c1ccccc1)[C@H](c1ccccc1)c1cc(-c2ccccc2)c([O-])c(-c2ccccc2)c1
LUMO: 0.0777 hartree
Multiplicity: 1
Highest occupied orbital energy: -3.5 eV

=====

Molecular formula: CH5N3
Method: DFT, the ωB97M-V functional and the def2-TZVPD basis

Structure (XYZ):
```
9
Properties=species:S:1:pos:R:3:forces:R:3
C -0.97952 0.02781 0.47878 1.8 2.4 -0.9
N 1.13439 -0.16974 -0.58763 -1.8 1.0 -0.4
N 2.27377 -0.61922 -1.04909 -1.5 1.7 0.2
N 0.09402 -0.76320 -0.04968 3.4 -0.7 -0.2
H -1.35390 -0.26846 1.43083 0.5 -0.4 1.1
H -0.67464 1.16323 0.53331 -1.0 -1.8 -0.3
H -1.76625 -0.23213 -0.17119 -1.5 0.7 -1.0
H 0.93659 0.93228 -0.85555 1.1 -3.0 1.0
H 2.46937 -1.61233 -0.92548 -1.0 0.0 0.6
```
Positions in Å, forces in eV/Å.

Values from the calculation:
Charge: 0
Energy relative to the best compared isomer or geometry (same formula, charge and spin): 4.1764 eV
LUMO: 0.0351 hartree
Multiplicity: 1
Highest occupied orbital energy: -8.5 eV

=====

Molecular formula: CH4O3
Method: DFT, the ωB97M-V functional and the def2-TZVPD basis

Structure (XYZ):
```
8
Properties=species:S:1:pos:R:3:forces:R:3
O -0.97653 -0.33707 2.19519 1.9 0.3 -3.9
C -0.52597 -0.29291 1.03085 -2.2 -1.5 1.8
O -0.80315 -1.28851 0.08414 0.2 0.6 2.3
H 0.06410 0.50480 0.53774 -0.2 -0.4 0.5
H -1.21875 -2.01652 0.62200 0.3 0.9 -0.7
O 1.25961 0.77967 -1.62171 -0.3 1.1 0.6
H 0.37051 1.19913 -1.66409 1.0 -0.4 -0.1
H 1.83018 1.45140 -1.18412 -0.6 -0.6 -0.5
```
Positions in Å, forces in eV/Å.

Values from the calculation:
Charge: 0
Energy relative to the best compared isomer or geometry (same formula, charge and spin): 0.6005 eV
SMILES: O=CO.O
LUMO: 0.0215 hartree
Multiplicity: 1
Highest occupied orbital energy: -11.0 eV

=====

Molecular formula: C11H23AsMnN3O3PS4
Method: DFT, the ωB97M-V functional and the def2-TZVPD basis

Structure (XYZ):
```
47
Properties=species:S:1:pos:R:3:forces:R:3
Mn -12.14480 1.74639 -9.64901 -0.4 -0.4 -0.3
S -13.37405 6.60976 -7.74270 0.2 0.4 -0.1
As -14.18944 5.42348 -6.38589 -0.3 -0.5 0.0
S -13.13207 3.79316 -9.16336 0.4 -0.1 -0.1
S -11.13710 3.52447 -8.77731 -0.8 0.1 -0.1
S -14.20777 3.25525 -7.52917 0.1 0.3 0.4
C -13.81953 3.49077 -14.41314 -0.1 -0.2 -0.9
C -12.81151 2.93116 -13.49792 0.7 -0.7 0.6
C -11.52041 2.41437 -13.67391 -0.4 0.7 -0.4
C -11.03803 2.05020 -12.42687 -0.3 -0.2 0.0
N -12.00317 2.27947 -11.52527 -0.1 -0.3 1.0
N -13.05960 2.82926 -12.18170 -0.4 -0.1 0.0
C -9.68482 1.50985 -12.06086 -0.1 1.3 -1.2
H -13.46262 3.33610 -15.43355 0.0 0.4 0.1
H -13.98818 4.55372 -14.22056 0.0 -0.1 -0.1
H -14.77130 2.94919 -14.37528 0.1 0.1 0.3
H -10.96607 2.39123 -14.59094 0.0 0.0 -0.2
H -13.99301 2.85419 -11.75937 0.7 0.1 -0.1
H -8.99811 1.75996 -12.90064 -0.3 -0.2 0.7
H -9.68701 0.44610 -11.94730 -0.1 -0.6 0.2
H -9.34518 2.02976 -11.17084 0.3 -0.1 0.2
C -8.08512 2.56313 -7.93104 -0.4 0.1 0.0
C -9.21765 1.77864 -7.25153 0.1 -0.4 -0.5
P -10.38609 0.90205 -8.36179 0.5 -0.3 0.5
C -11.81647 0.32559 -7.32749 0.2 -0.2 -0.9
C -11.73831 0.62580 -5.84673 0.0 0.1 0.1
C -9.44519 -0.47832 -9.10493 0.2 0.2 0.0
C -8.79234 -1.47182 -8.09702 -0.1 1.0 -0.8
H -7.43775 2.95363 -7.15210 0.2 0.0 0.0
H -8.43681 3.42937 -8.50752 0.0 -0.3 0.1
H -7.50306 1.92081 -8.58118 0.2 0.0 -0.1
H -9.83924 2.40048 -6.63071 0.0 0.3 0.4
H -8.79211 0.99067 -6.61251 -0.2 0.1 -0.1
H -11.87706 -0.74810 -7.53553 0.0 0.0 0.1
H -12.74618 0.72497 -7.78776 0.0 0.0 0.4
H -10.84994 0.17256 -5.42899 0.3 0.0 0.1
H -12.57287 0.17732 -5.32080 -0.3 0.0 0.0
H -11.72106 1.69309 -5.63331 -0.1 0.0 0.0
H -8.62757 0.02355 -9.66861 -0.5 -0.3 0.2
H -10.09933 -0.98453 -9.81439 0.1 0.0 0.0
H -8.05976 -0.92277 -7.51201 0.2 -0.3 0.1
H -8.29367 -2.18691 -8.73963 0.2 -0.3 0.2
H -9.48275 -1.98760 -7.44841 -0.3 -0.1 0.1
O -13.95694 -0.98748 -11.08806 -0.2 0.1 0.2
N -13.38387 -0.17344 -10.49030 0.5 1.3 0.7
O -13.93626 0.92687 -9.92376 1.3 -1.2 -1.0
O -12.08313 -0.16319 -10.30284 -1.1 0.4 0.0
```
Positions in Å, forces in eV/Å.

Values from the calculation:
Charge: +2
LUMO (spin up / spin down): -0.2864 / -0.2825 hartree
Expectation value of S²: 0.82
Multiplicity: 2
Highest occupied orbital energy (spin up / spin down): -15.2 / -15.2 eV

=====

no.,DFT total energy (eV),strongest force on any atom (eV/A)
1,-6382.710,1.4
2,-25043.931,1.2
3,-136896.832,3.0
4,-47290.714,4.2
5,-48094.302,4.1
6,-5584.800,3.5
7,-7244.051,4.3
8,-167163.222,2.0